Entry 1:
C11H13N4O2PdS | the ωB97M-V functional and the def2-TZVPD basis

Cartesian coordinates (Å):
Pd  -1.379  -1.888  -1.200
C  -2.391  1.242  3.382
C  -2.477  -0.174  2.957
N  -2.402  -1.216  3.730
N  -2.527  -2.266  2.861
C  -2.636  -1.897  1.569
S  -2.777  -2.891  0.212
N  -2.629  -0.538  1.652
N  -2.813  0.369  0.600
H  -2.362  1.289  4.468
H  -3.247  1.798  3.001
H  -1.491  1.703  2.972
H  -2.438  -3.213  3.177
H  -3.054  -0.229  -0.204
H  -1.868  0.688  0.334
C  1.584  -0.577  -4.151
C  0.919  -0.340  -2.796
O  -0.253  -0.710  -2.709
C  1.696  0.296  -1.744
C  3.097  0.383  -1.895
C  3.924  0.926  -0.945
C  3.340  1.431  0.236
C  1.991  1.396  0.422
C  1.075  0.852  -0.558
O  -0.162  0.911  -0.364
H  0.821  -0.950  -4.829
H  2.379  -1.320  -4.072
H  2.020  0.340  -4.551
H  3.551  -0.017  -2.792
H  4.995  0.955  -1.093
H  3.976  1.856  1.007
H  1.539  1.791  1.325

Atomic forces in eV per Å
0.011 0.383 -0.302
0.012 0.002 0.018
-0.038 0.017 0.023
-0.005 0.026 -0.003
-0.005 0.019 -0.058
0.141 -0.037 0.061
-0.124 -0.217 0.148
-0.066 0.030 -0.043
0.208 -0.148 -0.197
-0.003 -0.003 0.000
0.001 0.001 -0.001
-0.008 -0.001 -0.013
0.007 0.000 0.005
-0.085 0.064 0.127
0.083 0.044 0.002
-0.019 0.049 0.009
-0.006 -0.037 -0.092
0.054 -0.164 0.207
0.027 0.035 0.028
-0.029 -0.012 -0.003
0.013 0.007 0.022
0.014 0.001 -0.015
-0.002 -0.007 -0.014
-0.024 -0.029 0.025
-0.156 0.002 0.067
-0.001 -0.003 0.000
-0.008 -0.014 0.000
0.022 -0.009 0.008
-0.010 -0.003 -0.015
0.000 0.002 0.002
-0.001 -0.001 0.002
-0.003 0.000 0.004

Summary:
Total charge = -1
Energy above the lowest of the compared OMol25 structures with the same formula, charge and spin = 0.00 kcal/mol
Spin multiplicity = 1
Molecular weight = 371.7 g mol⁻¹
HOMO = -0.11289 Ha
LUMO = 3.11 eV
HOMO-LUMO gap = 6.18 eV

=====

Entry 2:
C11H13N9O6PdS | the ωB97M-V functional and the def2-TZVPD basis

Cartesian coordinates (Å):
Pd  0.597  0.464  -0.378
N  0.557  0.627  2.554
N  -0.625  1.370  2.580
C  -0.976  2.213  1.584
N  -2.080  2.919  1.762
N  -0.181  2.241  0.500
N  -0.337  3.261  -0.443
O  0.225  3.051  -1.491
O  -1.051  4.217  -0.207
H  0.324  -0.364  2.548
H  1.099  0.853  3.379
H  -1.346  1.098  3.234
H  -2.650  2.767  2.576
H  -2.440  3.477  1.005
N  2.560  1.054  -0.472
C  2.766  -0.285  -0.937
C  2.639  -0.559  -2.302
C  2.633  -1.875  -2.727
C  2.702  -2.910  -1.800
C  2.900  -2.631  -0.446
C  2.927  -1.321  -0.008
S  2.266  -4.588  -2.294
O  1.372  -4.329  -3.432
O  3.483  -5.281  -2.621
O  1.550  -5.066  -1.119
H  2.940  1.257  0.445
H  2.790  1.791  -1.131
H  2.545  0.254  -3.012
H  2.499  -2.112  -3.773
H  2.976  -3.452  0.252
H  3.069  -1.083  1.040
N  -0.288  -2.447  -1.324
C  -0.919  -1.308  -1.655
O  -1.097  -0.881  -2.779
C  -1.270  -0.412  -0.464
C  -1.475  -1.050  0.823
N  -1.551  -1.504  1.879
C  -2.264  0.605  -0.762
N  -3.016  1.461  -0.917
H  -0.043  -3.127  -2.066
H  -0.394  -2.876  -0.414

Atomic forces in eV per Å
0.128 0.550 0.183
-0.002 0.030 -0.018
-0.063 0.055 0.021
0.175 -0.030 0.027
-0.115 -0.010 0.067
0.153 0.043 0.038
-1.041 -0.563 -0.267
0.405 0.215 0.044
0.419 0.118 0.094
-0.043 0.044 0.033
0.000 -0.025 -0.002
0.012 -0.026 -0.043
0.029 0.027 0.025
0.035 -0.009 -0.010
0.425 -0.096 0.034
-0.225 0.199 0.039
0.106 -0.036 -0.134
-0.049 0.094 0.057
0.007 0.135 0.255
0.033 0.149 -0.156
0.041 -0.109 0.106
-0.999 -0.277 -0.756
0.383 0.092 0.639
0.285 0.119 0.119
0.181 0.153 0.096
0.094 -0.054 -0.028
-0.097 -0.088 -0.032
-0.049 0.008 -0.012
-0.080 -0.042 -0.009
-0.056 -0.027 0.014
-0.019 -0.014 0.019
0.159 -1.166 -0.457
-0.360 0.250 -0.278
0.117 -0.132 0.235
-0.102 -0.239 -0.021
0.011 0.189 -0.248
-0.001 -0.027 -0.006
0.090 -0.241 0.069
0.054 0.000 0.028
-0.092 0.564 0.286
0.052 0.178 -0.051

Summary:
Energy above the lowest of the compared OMol25 structures with the same formula, charge and spin = 0.00 kcal/mol
Spin multiplicity = 1
Molecular weight = 505.8 g mol⁻¹
HOMO = -0.31700 Ha
LUMO = -2.39 eV
HOMO-LUMO gap = 6.23 eV

=====

energy above the lowest of the compared OMol25 structures with the same formula, charge and spin of number 2 (C11H13N9O6PdS)?
0.00 kcal/mol